Formula: C37H63N5O4PPbS2Si2
Source: the Open Molecules 2025 dataset
Level of theory: wB97M-V/def2-TZVPD

```
115
Properties=species:S:1:pos:R:3
Pb -1.4640 -1.3166 1.5070
S -0.3152 -2.9770 -0.8329
S -3.4803 -2.7084 2.7166
P 2.2539 -0.9185 2.4607
Si -1.3574 4.5649 -4.5697
Si -0.2379 5.3041 -1.4873
O -1.2157 -1.7696 -0.8809
O 1.5765 0.4607 -3.0057
O 1.0405 -2.7301 -1.3760
O -0.2521 -3.4579 0.5775
N -3.5275 -0.4180 0.4174
N -2.6888 0.1714 3.3358
N 4.4684 -0.9993 -1.8201
N 3.4503 -2.1264 -6.0862
N 1.6062 -0.5057 -3.7879
C -3.5559 -6.9763 -4.0293
C 3.5954 0.6993 4.4337
C 1.8923 -1.0688 5.2645
C 2.8342 0.8981 0.3599
C -3.0966 1.2709 2.4138
C 3.6575 -1.2055 -2.6215
C 4.7907 0.1521 1.5275
C -1.6521 -3.8204 -3.0463
C 2.8418 -1.1025 -3.7989
C -2.6692 -6.0583 -3.2438
C -1.4228 5.2792 -2.8671
C -3.7878 -1.7712 4.3065
C 1.2375 6.5092 -1.6769
C -4.5057 -1.4869 0.4285
C -0.8043 5.7722 0.3071
C 3.5843 1.9207 -0.2207
C 3.3766 0.0617 1.3815
C -0.5212 5.6931 -5.8250
C -2.2793 -4.8085 -3.7902
C 3.0207 -2.7108 2.4626
C -2.0995 -6.3840 -1.9645
C -3.8993 0.8582 1.2048
C -3.0360 4.4069 -5.4415
C 2.2499 -0.0821 4.1644
C 1.9506 -3.6798 2.9974
C -0.4175 2.8683 -4.6548
C 0.7090 3.6614 -1.2892
C 4.9263 2.1377 0.1111
C 4.2531 -2.6538 3.3500
C -3.7941 -0.3192 4.2308
C -1.2082 -4.1715 -1.8074
C 3.2901 -1.5588 -5.0882
C -4.8305 -1.9740 1.7907
C 1.1819 0.9915 4.2215
C 5.4891 1.2211 0.9486
C 3.3583 -3.1959 1.0293
C -1.3955 -5.4451 -1.2542
H -3.4867 5.4336 -5.6216
H -4.9977 0.8933 1.3662
H -4.7555 -2.1591 4.6279
H 4.0746 -2.5489 0.5142
H -0.0073 5.5274 1.0165
H 3.5778 1.6738 3.8758
H -4.3645 -7.3156 -3.4028
H -5.3708 -1.3039 -0.1507
H 1.0308 1.3826 5.2159
H -0.6720 5.1263 -6.7958
H -0.9404 6.8383 0.3724
H -3.6701 0.0317 5.2601
H -5.1548 -1.0989 2.3502
H 0.7951 7.5428 -1.7045
H 1.8758 0.7533 -0.0841
H 2.9991 2.5763 -0.8880
H 0.9416 -3.4180 2.5989
H 1.5646 3.5862 -1.9791
H 0.2036 0.4990 3.9367
H 1.9910 6.4531 -0.8573
H 0.6611 2.8953 -4.4243
H 5.1903 -2.8808 2.7754
H 2.5005 -3.1986 0.4216
H 4.5698 0.1768 4.1808
H -1.7760 5.3422 0.5921
H -2.0461 6.1847 -2.8852
H -3.6738 3.6958 -4.8861
H 3.7879 -4.2584 1.1100
H -5.7188 -2.6130 1.7021
H -4.0323 -2.3914 -0.0323
H 4.1932 -3.4400 4.1581
H -2.8874 4.0135 -6.4669
H 1.8876 -0.5340 6.2246
H 5.3985 -0.6603 2.0672
H -1.5907 -2.8076 -3.3642
H -1.9838 0.5970 3.9172
H 1.1076 3.5428 -0.3155
H 1.6745 6.3707 -2.6873
H -0.4774 2.5593 -5.7092
H -3.7859 1.6488 0.4697
H -2.8933 -7.8540 -4.3021
H 1.8483 -3.4976 4.0779
H 3.7662 0.8494 5.4908
H 2.1806 -4.7061 2.7119
H 5.4241 3.0653 -0.1416
H 0.5673 5.7743 -5.6969
H 1.3209 1.9400 3.6716
H 2.5507 -1.9269 5.3926
H 0.0160 2.8627 -1.4617
H -0.9712 -5.6765 -0.2970
H 4.4783 -1.7297 3.8897
H -3.1097 -0.2099 -0.4945
H -4.7736 0.0063 3.8469
H -3.0091 -2.0719 5.0400
H -3.7697 2.0269 2.9067
H -2.2334 1.9216 2.1694
H 0.8809 -1.4604 5.2351
H -3.9806 -6.5416 -4.9450
H -2.4934 -4.6431 -4.8317
H -0.8470 2.0719 -3.9927
H 6.5398 1.2990 1.2503
H -2.2343 -7.3777 -1.4603
H -1.0114 6.6602 -6.0413
```

Energy (eV): -106981.45145
HOMO level (spin up / spin down) (eV): -9.866 / -9.865
Frontier orbital gap (spin up / spin down) (eV): 6.92 / 5.18
Net charge: +1